C12H44F2InNO16S2 as an isolated structure at a distorted geometry, computed with the ωB97M-V functional and the def2-TZVPD basis.

## Properties
- DFT total energy: -79675.7256 eV
- Lowest unoccupied orbital energy: -3.686 eV
- Net charge: 0
- ΔE to the lowest compared entry with this formula, charge and spin: 0.00 kcal per mole

Last column: Mulliken charge in e.
Geometry (Å):
In1 3.4774 1.6826 -0.9259  0.94
O1 2.4533 4.2800 0.6117  -0.47
C1 1.5071 4.1351 1.4390  0.45
C2 0.2887 5.2998 1.2920  0.10
O2 0.6058 6.4738 1.0442  -0.43
H1 1.9216 4.1779 2.4649  0.42
H2 1.0519 3.1340 1.4583  -0.34
H3 -0.3264 5.2173 2.1994  0.28
H4 -0.2474 4.8340 0.4465  -0.02
N1 1.2336 0.1973 0.1233  -0.08
S1 0.3372 0.2259 1.3970  0.17
O3 0.1000 -1.0236 2.0378  -0.51
O4 -0.6933 1.2172 1.4113  -0.07
F1 1.4571 0.9202 2.3232  -0.25
S2 0.1601 -0.8047 -0.7809  0.52
O5 -1.2126 -0.4655 -0.8940  -0.28
O6 0.4883 -2.1846 -0.6496  -0.51
F2 0.6892 -0.4544 -2.2239  -0.23
C3 -4.4584 0.7681 -0.9981  -0.28
O7 -5.1931 0.7152 -2.1979  -0.52
H5 -4.2915 -0.2535 -0.6597  0.19
H6 -3.4589 1.2247 -0.9761  -0.08
H7 -4.9235 1.3260 -0.1760  0.40
H8 -5.4775 1.6098 -2.4044  0.29
C4 -2.7783 -1.9058 -3.6686  -0.17
O8 -2.6102 -3.2918 -3.9428  -0.57
H9 -3.0794 -1.7313 -2.6368  0.09
H10 -1.7943 -1.4344 -3.7883  0.02
H11 -3.4266 -1.4420 -4.4086  0.33
H12 -2.5821 -3.7608 -3.1068  0.29
C5 -2.8044 3.1908 2.1098  0.06
O9 -3.7337 2.8995 3.1392  -0.61
H13 -1.7669 3.0402 2.4066  -0.17
H14 -3.0498 2.5381 1.2654  0.00
H15 -2.9169 4.2011 1.7075  0.33
H16 -3.3820 2.1157 3.5849  0.40
C6 -1.1085 -4.2691 1.7328  -0.08
O10 -0.4064 -5.4453 2.0968  -0.54
H17 -2.1847 -4.3394 1.9229  0.35
H18 -0.7317 -3.3961 2.2590  0.03
H19 -1.0004 -4.0540 0.6645  -0.05
H20 -0.7778 -6.1631 1.5779  0.30
C7 -1.3152 1.2630 4.8875  -0.55
O11 -2.3725 0.5991 4.2069  -0.51
H21 -1.6853 2.1504 5.4176  0.30
H22 -0.9090 0.6223 5.6711  0.40
H23 -0.5481 1.6476 4.2178  0.03
H24 -2.6639 -0.0808 4.8192  0.29
C8 1.7253 -1.4190 -5.4819  -0.28
O12 2.9919 -0.9546 -5.9020  -0.53
H25 1.8079 -1.6263 -4.4123  0.04
H26 0.9082 -0.7305 -5.7160  0.21
H27 1.5056 -2.3575 -5.9875  0.28
H28 3.2559 -0.2387 -5.3208  0.28
C9 0.1507 -4.9337 -2.5716  -0.37
O13 1.3748 -4.2846 -2.2812  -0.52
H29 -0.6753 -4.6043 -1.9288  -0.04
H30 -0.1835 -4.6093 -3.5607  0.26
H31 0.2587 -6.0118 -2.4657  0.32
H32 1.2056 -3.5976 -1.6264  0.46
C10 5.1935 0.7326 2.6062  -0.71
O14 4.2571 1.6486 2.0548  -0.29
H33 5.9090 0.3890 1.8564  0.26
H34 5.7827 1.2319 3.3771  0.33
H35 4.7618 -0.2133 2.9397  0.23
H36 3.8706 2.0788 2.8219  0.21
C11 -0.2143 2.9368 -1.7063  -0.06
O15 1.0050 2.6192 -2.3923  -0.49
H37 -0.9959 2.2980 -2.1221  0.31
H38 -0.0400 2.7015 -0.6595  -0.46
H39 -0.5271 3.9744 -1.8436  0.48
H40 0.8423 2.6668 -3.3385  0.24
C12 3.4957 -2.4514 1.1639  -0.66
O16 3.5490 -1.1358 0.6344  -0.39
H41 2.9244 -2.4278 2.0975  0.28
H42 2.8916 -3.0954 0.5162  0.17
H43 4.4774 -2.9031 1.2697  0.32
H44 2.6310 -0.8892 0.4820  0.48

Atomic forces in eV per Å
In -0.3 0.0 0.5
O -1.0 0.1 -0.4
C 5.2 -4.3 0.7
C -4.5 3.5 -0.4
O 1.0 -0.1 0.2
H -0.8 1.8 0.5
H -1.4 0.4 -0.9
H 0.6 -0.8 0.7
H 0.8 -0.9 -0.3
N -2.4 -1.7 -2.8
S -0.1 2.3 4.7
O -0.1 -0.1 -0.5
O 0.2 -0.3 -0.4
F 0.0 -0.1 -0.1
S 1.1 -0.9 -2.9
O 0.0 0.7 1.0
O 0.3 0.2 0.7
F 0.6 0.4 0.2
C 0.6 -0.1 1.4
O 0.3 0.4 0.0
H -0.2 0.0 0.0
H 0.1 0.0 -1.1
H -0.7 -0.2 -0.2
H 0.0 0.0 -0.1
C 1.2 0.1 0.0
O -0.4 -0.1 -0.1
H -0.4 0.2 -0.2
H -0.1 0.2 0.1
H -0.4 -0.2 0.2
H 0.0 0.0 0.0
C -0.6 -0.4 -0.7
O 0.4 0.6 0.2
H 0.0 0.0 0.0
H 0.5 -0.1 -0.1
H -0.2 0.2 0.5
H -0.2 -0.2 0.0
C -0.4 0.3 -0.6
O 0.0 0.2 0.2
H 0.0 -0.1 0.2
H 0.2 -0.2 0.2
H 0.1 0.0 0.0
H 0.1 -0.1 0.0
C -0.2 0.7 0.9
O 0.3 0.1 0.1
H -0.2 0.0 -0.1
H 0.4 -0.1 -0.3
H 0.0 -0.5 -0.3
H -0.3 -0.1 -0.3
C 0.1 -0.3 0.5
O 0.3 0.2 -0.6
H -0.6 -0.1 0.0
H 0.1 0.1 0.2
H 0.2 0.0 -0.1
H 0.0 0.0 0.0
C -0.4 0.7 -0.1
O 0.1 -0.1 0.3
H 0.2 -0.1 0.4
H 0.1 -0.6 -0.2
H 0.0 0.0 -0.2
H 0.0 -0.1 -0.1
C 0.9 -0.6 -0.2
O 0.1 -0.1 -0.1
H -0.1 0.5 -0.3
H -0.1 -0.2 0.2
H -0.4 0.3 0.4
H -0.3 0.1 -0.2
C 0.0 -0.5 -0.5
O 0.3 0.3 0.2
H -0.2 0.0 0.4
H -0.2 0.0 0.0
H 0.3 0.1 0.1
H 0.0 0.0 0.0
C -1.1 -0.4 -0.1
O 0.7 0.0 -0.2
H 0.5 -0.1 0.3
H 0.3 -0.1 -0.2
H 0.1 0.3 0.1
H 0.0 0.1 0.0


A 11-piece molecular cluster, C12H46N2O11 overall at a distorted geometry, computed with the ωB97M-V functional and the def2-TZVPD basis.

## Properties
- DFT total energy: -38686.3438 eV
- SMILES: NC(N)=O.CCO.CO.CO.CO.CO.CO.CO.CO.CO.CO
- Lowest unoccupied orbital energy: 0.061 eV
- Net charge: 0
- ΔE to the lowest compared entry with this formula, charge and spin: 80.62 kcal per mole

Last column: Mulliken charge in e.
Geometry (Å):
N1 0.8395 2.7103 -2.7179  -0.24
C1 -0.4451 2.6002 -3.0479  0.53
N2 -0.9566 3.7575 -3.2645  -0.40
O1 -1.0698 1.3507 -3.1820  -0.73
H1 1.3855 1.8216 -2.7253  0.16
H2 1.2242 3.5882 -2.4539  0.22
H3 -2.0439 3.7842 -3.3248  0.32
H4 -0.4198 4.6810 -3.2346  0.20
C2 -0.8684 2.1844 2.5703  -0.36
C3 0.0708 2.3832 3.7898  -1.19
O2 -0.6617 2.7511 4.8918  -0.55
H5 -1.7385 1.5974 2.8706  0.13
H6 -0.3777 1.7173 1.7580  -0.02
H7 -1.0762 3.2099 2.3816  0.51
H8 0.7624 3.1431 3.6359  0.69
H9 0.6252 1.5041 4.0953  0.37
H10 -0.0462 3.1605 5.4886  0.33
C4 -2.5131 1.8554 -0.3248  -0.22
O3 -2.7881 0.9113 -1.2644  -0.56
H11 -2.9867 2.7924 -0.5193  0.46
H12 -1.3785 2.0630 -0.3618  -0.16
H13 -2.6951 1.5248 0.6682  -0.02
H14 -2.4615 1.2097 -2.1139  0.34
C5 -0.6875 -1.1685 3.6638  -0.21
O4 -0.0965 -2.2595 4.3471  -0.63
H15 -0.3847 -0.2840 4.1520  0.43
H16 -1.7059 -1.3354 3.7378  0.30
H17 -0.3623 -1.0913 2.6314  -0.27
H18 0.5909 -2.5729 3.7542  0.32
C6 -3.6668 -0.7705 1.8043  -0.38
O5 -2.8738 -1.8415 1.5350  -0.62
H19 -3.1644 0.0218 2.2940  -0.05
H20 -4.5231 -1.0938 2.4249  0.33
H21 -4.1248 -0.4484 0.8457  0.22
H22 -2.1939 -1.5482 0.9357  0.46
C7 -0.6759 -2.8266 -2.3389  -0.26
O6 -1.0385 -3.3563 -3.6350  -0.59
H23 -1.1844 -3.2665 -1.5845  0.49
H24 -0.7811 -1.7763 -2.3448  -0.09
H25 0.4247 -3.0230 -2.1246  0.09
H26 -2.0008 -3.3694 -3.6520  0.33
C8 2.1812 2.5530 0.1365  -0.55
O7 2.2517 3.0588 1.4457  -0.58
H27 2.7105 1.7174 -0.0072  0.42
H28 2.4238 3.2100 -0.6488  0.50
H29 1.1501 2.3133 -0.0081  -0.01
H30 2.1903 2.3198 2.0765  0.33
C9 0.1489 -3.8715 1.4378  -0.25
O8 1.4506 -3.4052 1.1048  -0.38
H31 0.1253 -4.9390 1.5257  0.42
H32 -0.4550 -3.5506 0.6224  -0.24
H33 -0.3500 -3.3543 2.2576  0.20
H34 2.0792 -3.6656 1.8437  0.27
C10 3.4892 -2.3514 -0.8917  -0.24
O9 4.6716 -2.1467 -1.5704  -0.58
H35 3.3740 -3.3864 -0.6729  0.39
H36 2.6397 -2.0040 -1.4860  -0.06
H37 3.3673 -1.9124 0.1116  0.19
H38 4.5700 -2.6017 -2.4008  0.34
C11 1.3257 -0.0143 -4.0530  -0.63
O10 2.0206 0.2307 -2.8614  -0.47
H39 2.0168 -0.4715 -4.7357  0.51
H40 0.9358 0.8860 -4.5550  0.28
H41 0.5501 -0.7894 -3.8129  0.05
H42 2.9122 0.3425 -3.0799  0.25
C12 0.4203 -0.4936 -0.2021  0.16
O11 -0.9881 -0.5625 -0.0139  0.60
H43 0.5132 0.1900 -1.0808  -0.36
H44 0.6894 -1.4892 -0.5174  -0.52
H45 1.0075 -0.1456 0.6387  0.23
H46 -1.3541 0.0425 -0.6640  0.08

Atomic forces in eV per Å
N 1.0 -2.5 -0.1
C -0.2 -6.7 0.0
N -5.4 4.4 -0.9
O 2.6 6.3 0.6
H -0.2 1.0 0.5
H 0.3 0.2 0.0
H 2.9 0.2 0.0
H -1.3 -2.2 0.0
C 0.9 0.2 2.5
C -0.4 -2.1 -0.8
O -1.8 0.5 1.2
H 0.0 0.2 -0.1
H 0.5 -0.4 -0.9
H -1.0 0.7 -0.9
H 1.5 1.4 -1.1
H 0.4 -0.7 -0.5
H 0.1 0.3 0.6
C 3.0 1.5 0.0
O -1.6 -1.7 -0.2
H -0.6 0.8 0.0
H -1.2 0.1 0.3
H -0.5 -0.4 0.6
H 0.6 0.1 -0.8
C 1.4 -0.4 0.0
O 0.8 -0.6 -0.2
H 0.1 1.2 0.6
H -2.1 0.2 -0.2
H -0.2 -0.1 -0.3
H 0.2 -0.2 0.4
C -2.7 -0.1 -1.0
O 0.6 -2.0 0.5
H 0.6 1.1 0.6
H 0.5 0.1 0.0
H 0.1 0.5 0.5
H 0.7 0.2 -0.5
C 3.2 0.0 -2.7
O 0.2 0.0 0.7
H -1.9 -1.3 2.4
H -0.4 1.2 0.2
H -1.2 0.0 -0.6
H 0.1 0.0 -0.1
C -2.9 1.4 1.2
O 0.8 0.4 0.7
H 2.3 -3.3 -0.4
H 0.7 1.6 -0.3
H -0.9 -0.4 -0.6
H 0.1 0.4 -0.5
C -0.2 0.8 -0.3
O 1.4 -0.3 1.9
H -0.2 -0.6 0.2
H -0.6 -0.2 -1.0
H 0.4 -0.3 0.5
H -1.1 0.4 -1.4
C -1.8 -0.1 0.7
O 1.4 1.0 0.0
H -0.4 -1.1 0.0
H -0.1 -0.1 0.1
H 0.8 0.5 -0.5
H 0.2 -0.2 -0.4
C -0.9 -1.5 -0.9
O -1.3 0.4 1.2
H 0.3 -0.4 -0.6
H -0.2 -0.4 0.5
H 0.4 1.2 -0.5
H 2.2 0.2 -0.3
C -0.9 0.3 -2.0
O 0.4 0.0 1.1
H 0.8 -0.5 0.8
H 0.8 -0.1 0.2
H -0.1 0.0 0.4
H -0.9 -0.2 -0.2


What is the net charge in the second record?
0